--- A ---
{
  "formula": "C2H3OPS",
  "method": "ωB97M-V/def2-TZVPD",
  "lumo_ev": -0.5,
  "homo_energy_ha": -0.308,
  "total_charge": 0,
  "species": ["S", "P", "O", "C", "C", "H", "H", "H"],
  "coordinates": [[1.97, 0.17, 0.38], [0.47, -1.41, -0.05], [-0.77, -0.30, -0.01], [-2.09, -0.39, -0.05], [1.19, 1.02, -0.80], [-2.44, 0.65, -0.11], [0.18, -1.76, 1.35], [1.49, 2.02, -0.71]],
  "lowdin_charge": [0.55, 0.69, -0.66, 0.00, -0.45, 0.00, -0.06, -0.09]
}

--- B ---
{
  "formula": "C2H3OPS",
  "method": "ωB97M-V/def2-TZVPD",
  "lumo_ev": -0.4,
  "smiles": "P#CCOS",
  "homo_energy_ha": -0.338,
  "total_charge": 0,
  "species": ["S", "P", "O", "C", "C", "H", "H", "H"],
  "coordinates": [[0.03, -0.48, 1.96], [-2.32, 0.13, -3.28], [-1.04, -0.14, 0.60], [-0.72, -0.38, -0.81], [-1.64, -0.20, -1.89], [-0.12, 0.62, 2.69], [0.00, 0.31, -1.09], [-0.31, -1.37, -0.85]],
  "lowdin_charge": [0.77, 0.79, -0.59, -0.39, -0.60, -0.17, 0.08, 0.11]
}

If we sort the structures by their calculated energies, the order from most to least stable is B, A.